Record 1
Molecular formula: C31H58Br2N4O4PS2
Method: DFT, ωB97M-V with the def2-TZVPD basis set

## Properties
E_HOMO, eV: -10.82
Charge: +1
Lowest unoccupied orbital energy, eV: -2.93

```
102
C31H58Br2N4O4PS2 | the OMol25 dataset | ωB97M-V with the def2-TZVPD basis set
Br -0.385 -3.607 -0.162
Br 1.562 -5.120 1.262
S -4.512 -0.001 -2.172
S -5.414 2.454 -3.569
P 4.069 -0.395 0.393
O 4.880 -1.136 -0.867
O -2.205 -3.906 3.967
O 4.285 -1.164 1.843
O -2.731 -6.563 5.106
N 3.429 1.123 -2.225
N 4.840 0.992 0.546
N 0.214 -0.581 -1.036
N -2.772 1.925 -3.478
C -1.473 0.457 2.315
C -2.900 3.819 -1.735
C 1.107 5.601 -2.694
C 1.325 -2.566 -0.227
C 2.453 0.164 -1.706
C -0.860 1.457 -5.117
C -2.346 -0.819 -0.553
C -2.472 3.346 -3.182
C -0.827 -4.195 4.161
C -2.601 -5.945 6.379
C -3.686 0.055 -0.525
C 2.210 3.226 -3.142
C -3.629 -5.869 4.249
C 0.013 0.398 2.174
C 2.344 -3.338 0.740
C -4.120 1.535 -3.110
C -1.452 2.865 3.246
C 2.443 4.810 -3.010
C -2.173 1.647 2.830
C 3.059 2.544 -1.992
C 1.085 -1.009 0.114
C 0.908 0.387 -2.002
C 0.670 -0.909 1.625
C -2.891 -4.951 3.284
C 3.697 -3.765 -0.011
C 0.721 1.612 2.641
C -1.119 0.111 -0.864
C 0.009 2.809 3.160
C 2.326 -0.002 -0.089
C -2.440 1.555 -4.868
C 2.281 1.701 2.651
H -4.164 -6.626 3.667
H 3.752 -4.881 -0.151
H -4.348 -0.408 0.256
H 2.492 2.679 -1.022
H 1.851 0.990 0.161
H -2.228 -1.493 0.329
H 1.255 6.704 -2.897
H -1.685 -6.313 6.841
H 1.617 -1.039 2.233
H 2.574 2.182 3.633
H 4.612 -3.458 0.559
H 0.234 5.289 -3.325
H -2.842 0.533 -5.128
H -2.539 -4.856 6.308
H 0.649 0.180 -3.068
H 5.487 -0.482 -1.266
H -2.146 -0.393 2.052
H 0.873 5.532 -1.591
H 2.679 2.374 1.852
H -3.408 1.091 -0.203
H 1.714 -2.607 -1.287
H 4.204 1.774 0.383
H -0.657 -5.232 4.455
H -0.277 -3.983 3.239
H -3.451 -6.220 7.011
H -3.887 4.348 -1.814
H -2.199 -5.519 2.652
H -2.457 -1.503 -1.451
H 4.028 3.117 -1.895
H -0.271 1.734 -4.195
H -0.028 -1.313 -1.727
H -3.292 1.675 2.915
H -0.564 0.431 -5.488
H -1.068 1.034 -0.213
H 0.612 3.696 3.490
H -1.935 3.798 3.611
H 2.937 5.223 -3.928
H -1.357 0.543 -1.890
H -4.369 -5.312 4.832
H 3.145 5.043 -2.154
H -3.626 -4.473 2.628
H 2.550 -2.871 1.729
H -2.813 2.349 -5.571
H 2.452 2.872 -4.177
H 1.109 3.083 -2.931
H 0.648 1.403 -1.583
H -2.165 4.582 -1.356
H 3.423 0.970 -3.243
H -1.343 3.443 -3.218
H -2.864 4.009 -4.003
H 3.700 -3.343 -1.060
H 0.010 -1.763 1.965
H 5.130 -0.806 2.194
H -0.454 -3.546 4.955
H 2.656 -0.830 -2.212
H -3.017 2.984 -0.998
H 2.695 0.665 2.645
H -0.549 2.193 -5.907
```

Record 2
Molecular formula: C6H10
Method: DFT, ωB97M-V with the def2-TZVPD basis set

## Properties
E_HOMO, eV: -8.12
Charge: 0
Lowest unoccupied orbital energy, eV: 0.38

```
16
C6H10 | the OMol25 dataset | ωB97M-V with the def2-TZVPD basis set
C 1.347 -0.226 0.537
C -1.755 0.187 0.525
C 0.817 1.000 -0.172
C 0.230 -1.251 0.242
C -0.879 -0.415 -0.448
C -0.590 1.047 -0.207
H 2.311 -0.548 0.137
H -1.051 1.787 -0.854
H -2.676 0.689 0.236
H 0.576 -2.036 -0.434
H 0.722 0.153 -1.775
H -0.136 -0.334 -1.748
H 1.440 1.865 -0.378
H 1.496 -0.023 1.608
H -0.141 -1.740 1.149
H -1.731 -0.115 1.576
```

Record 3
Molecular formula: C4H7N3
Method: DFT, ωB97M-V with the def2-TZVPD basis set

## Properties
E_HOMO, eV: -7.95
Charge: 0
Lowest unoccupied orbital energy, eV: 0.35

```
14
C4H7N3 | the OMol25 dataset | ωB97M-V with the def2-TZVPD basis set
N -1.593 -1.550 0.395
N -1.031 -0.596 -1.896
N -1.562 -1.429 -1.295
C 0.103 0.210 0.563
C -0.156 1.667 0.357
C -0.786 -0.748 0.704
C 1.558 -0.166 0.530
H 1.676 -0.663 -0.405
H 2.176 0.747 0.407
H 0.728 2.158 0.747
H -0.193 1.773 -0.679
H 1.918 -0.808 1.351
H -1.776 -2.452 -1.608
H -1.061 1.855 0.829
```

Record 4
Molecular formula: C27H38N8O6PtS
Method: DFT, ωB97M-V with the def2-TZVPD basis set

## Properties
E_HOMO (alpha / beta), eV: -13.55 / -13.66
Multiplicity: 5
Charge: +2
Lowest unoccupied orbital energy (alpha / beta), eV: -5.19 / -8.93

```
81
C27H38N8O6PtS | the OMol25 dataset | ωB97M-V with the def2-TZVPD basis set
Pt -0.705 1.258 0.377
S -2.525 3.348 0.241
O 4.713 -2.273 -1.090
O -1.257 3.074 -0.584
O -2.447 2.223 1.263
O -2.373 4.622 0.944
O -3.700 3.253 -0.567
O -1.784 -0.543 1.652
N 2.845 3.311 2.830
N 1.355 5.003 2.474
N 0.936 -0.196 0.432
N 0.694 2.800 1.847
N 3.282 -2.345 -2.847
N 0.874 3.433 4.189
N -3.325 -1.388 0.157
N -4.425 -2.145 0.266
C -5.872 -3.210 1.989
C -2.209 -2.031 -1.906
C 1.860 -1.964 1.737
C 2.295 3.089 4.175
C 2.799 4.719 2.471
C 3.979 -4.551 -3.708
C 3.599 -2.102 -1.556
C -1.420 -0.327 -3.411
C 1.059 -0.848 1.597
C -2.674 -1.036 -1.056
C 2.165 -0.592 -4.177
C 1.666 -0.604 -0.621
C 0.762 4.836 3.809
C 4.268 -3.051 -3.674
C 2.537 -1.681 -0.550
C 0.652 4.233 1.485
C -5.232 -2.544 -0.869
C -4.711 -2.380 1.583
C -2.851 -1.120 1.446
C 0.160 2.612 3.222
C -3.767 -1.749 2.347
C 2.154 2.476 1.863
C 2.043 -1.953 -3.488
C -2.499 0.318 -1.352
C -1.856 0.661 -2.542
C -1.601 -1.670 -3.097
C 2.607 -2.384 0.653
H 2.440 0.187 -3.464
H -4.847 -2.092 -1.777
H -1.757 1.708 -2.798
H 0.488 -0.471 2.431
H 3.287 -3.221 0.735
H -3.696 -1.734 3.421
H 1.800 -2.709 -4.237
H 2.275 1.430 2.148
H 2.420 2.040 4.443
H 1.290 5.463 4.526
H -1.279 -2.440 -3.785
H -3.052 1.076 -0.806
H 5.250 -2.876 -3.246
H -0.287 5.131 3.773
H -6.261 -2.221 -0.715
H 1.224 -0.314 -4.652
H 2.834 3.702 4.896
H 1.585 0.007 -1.511
H 3.223 4.889 1.484
H -0.410 4.589 1.424
H 0.273 1.564 3.500
H -2.332 -3.075 -1.642
H 2.991 -4.756 -4.123
H -0.900 2.864 3.215
H 2.934 -0.625 -4.947
H 2.567 2.633 0.867
H 1.240 -1.941 -2.754
H 4.243 -2.637 -4.682
H 1.924 -2.467 2.692
H -6.811 -2.764 1.655
H -5.899 -3.308 3.070
H 1.095 4.375 0.500
H 4.720 -5.056 -4.326
H 3.318 5.327 3.209
H 4.033 -4.966 -2.701
H -5.218 -3.630 -0.967
H -5.803 -4.206 1.548
H -0.972 -0.055 -4.357
```

Copy entry 4 word for word.
Molecular formula: C27H38N8O6PtS
Method: DFT, ωB97M-V with the def2-TZVPD basis set

## Properties
E_HOMO (alpha / beta), eV: -13.55 / -13.66
Multiplicity: 5
Charge: +2
Lowest unoccupied orbital energy (alpha / beta), eV: -5.19 / -8.93

```
81
C27H38N8O6PtS | the OMol25 dataset | ωB97M-V with the def2-TZVPD basis set
Pt -0.705 1.258 0.377
S -2.525 3.348 0.241
O 4.713 -2.273 -1.090
O -1.257 3.074 -0.584
O -2.447 2.223 1.263
O -2.373 4.622 0.944
O -3.700 3.253 -0.567
O -1.784 -0.543 1.652
N 2.845 3.311 2.830
N 1.355 5.003 2.474
N 0.936 -0.196 0.432
N 0.694 2.800 1.847
N 3.282 -2.345 -2.847
N 0.874 3.433 4.189
N -3.325 -1.388 0.157
N -4.425 -2.145 0.266
C -5.872 -3.210 1.989
C -2.209 -2.031 -1.906
C 1.860 -1.964 1.737
C 2.295 3.089 4.175
C 2.799 4.719 2.471
C 3.979 -4.551 -3.708
C 3.599 -2.102 -1.556
C -1.420 -0.327 -3.411
C 1.059 -0.848 1.597
C -2.674 -1.036 -1.056
C 2.165 -0.592 -4.177
C 1.666 -0.604 -0.621
C 0.762 4.836 3.809
C 4.268 -3.051 -3.674
C 2.537 -1.681 -0.550
C 0.652 4.233 1.485
C -5.232 -2.544 -0.869
C -4.711 -2.380 1.583
C -2.851 -1.120 1.446
C 0.160 2.612 3.222
C -3.767 -1.749 2.347
C 2.154 2.476 1.863
C 2.043 -1.953 -3.488
C -2.499 0.318 -1.352
C -1.856 0.661 -2.542
C -1.601 -1.670 -3.097
C 2.607 -2.384 0.653
H 2.440 0.187 -3.464
H -4.847 -2.092 -1.777
H -1.757 1.708 -2.798
H 0.488 -0.471 2.431
H 3.287 -3.221 0.735
H -3.696 -1.734 3.421
H 1.800 -2.709 -4.237
H 2.275 1.430 2.148
H 2.420 2.040 4.443
H 1.290 5.463 4.526
H -1.279 -2.440 -3.785
H -3.052 1.076 -0.806
H 5.250 -2.876 -3.246
H -0.287 5.131 3.773
H -6.261 -2.221 -0.715
H 1.224 -0.314 -4.652
H 2.834 3.702 4.896
H 1.585 0.007 -1.511
H 3.223 4.889 1.484
H -0.410 4.589 1.424
H 0.273 1.564 3.500
H -2.332 -3.075 -1.642
H 2.991 -4.756 -4.123
H -0.900 2.864 3.215
H 2.934 -0.625 -4.947
H 2.567 2.633 0.867
H 1.240 -1.941 -2.754
H 4.243 -2.637 -4.682
H 1.924 -2.467 2.692
H -6.811 -2.764 1.655
H -5.899 -3.308 3.070
H 1.095 4.375 0.500
H 4.720 -5.056 -4.326
H 3.318 5.327 3.209
H 4.033 -4.966 -2.701
H -5.218 -3.630 -0.967
H -5.803 -4.206 1.548
H -0.972 -0.055 -4.357
```

Question: Number 2 is which compound?
Answer: C6H10